Density functional theory data (ωB97M-V/def2-TZVPD) for 4 unconnected molecules or ions with the total composition C3H15NO4 in a non-equilibrium geometry.

```
23
Properties=species:S:1:pos:R:3
O -1.7152 1.7604 -3.6435
O 4.8869 -3.1084 0.1437
O 0.2036 -0.8601 3.5752
O -2.0222 0.5486 2.3901
N -0.6186 0.5585 -1.0634
C -1.9873 0.6558 0.9506
C 0.7637 0.7129 -1.5545
C -0.6566 0.2492 0.3656
H 1.4212 1.0675 -0.7746
H -0.6957 -0.6010 3.3084
H -2.8110 0.0197 0.6069
H -0.4207 -0.7878 0.5825
H -2.2821 1.6720 0.6631
H -1.0839 1.1921 -4.1008
H 0.1246 0.7931 0.8900
H -1.6214 1.6608 -2.6833
H 0.7739 1.3279 -2.4535
H 0.5486 -1.4522 2.8969
H -1.0610 -0.1470 -1.6290
H 1.1545 -0.2540 -1.8956
H 4.2776 -3.8000 -0.1259
H -1.6198 1.3459 2.7617
H 4.4411 -2.5540 0.7895
```

Output
energy relative to the best compared isomer or geometry (same formula, charge and spin)	134.91	kJ/mol
HOMO	-9.69	eV
SMILES	CNCCO.O.O.O
electronic energy	-13033.639	eV
HOMO-LUMO gap	9.89	eV
charge	0

Löwdin population analysis, charges in e, atoms 1 to 8: -0.074 -0.058 -0.075 -0.095 -0.135 -0.227 -0.109 -0.237


Density functional theory data (ωB97M-V/def2-TZVPD) for CHIN2 in the gas phase in a non-equilibrium geometry.

```
5
Properties=species:S:1:pos:R:3
I 2.0388 -0.9666 0.0340
N 0.0532 -0.5632 -0.3424
N -0.9817 1.7744 0.1089
C -0.4447 0.7375 -0.0493
H -0.6656 -0.9820 0.2488
```

Output
energy relative to the best compared isomer or geometry (same formula, charge and spin)	33.30	kJ/mol
HOMO	-10.02	eV
SMILES	N#CNI
electronic energy	-12132.085	eV
HOMO-LUMO gap	8.72	eV
charge	0

Okay, here come the Löwdin numbers, in e, for every atom: 0.781 -0.501 0.118 -0.444 0.046